{
  "formula": "C6H11N2O",
  "method": "ωB97M-V/def2-TZVPD",
  "homo_energy_ha": [-0.4862, -0.5025],
  "charge": 1,
  "e_lumo_ev": [-5.4, -4.7],
  "relative_energy_kj_mol": 694.32,
  "homo_lumo_gap_ev": [7.9, 9.0],
  "elements": ["C", "C", "C", "C", "C", "C", "N", "N", "O", "H", "H", "H", "H", "H", "H", "H", "H", "H", "H", "H"],
  "coordinates": [[0.320553, 1.461410, 0.598174], [1.407459, 0.632668, 0.056177], [0.282367, -0.267714, -0.636154], [-0.734043, 0.293124, 0.500081], [0.931945, -1.599247, -0.439954], [-2.095796, 0.684572, 0.105896], [2.224190, -0.358481, 0.752759], [1.380674, -2.483735, -1.185379], [2.159700, -0.202523, 2.059114], [0.422004, 1.933760, 1.612060], [0.132296, 2.281059, -0.106851], [2.086801, 1.227897, -0.647517], [-0.153972, 0.113310, -1.572382], [-0.738500, -0.368448, 1.268731], [-2.557585, 0.117052, -0.692063], [-2.051253, 1.724155, -0.331239], [-2.776722, 0.873114, 0.977142], [2.891599, -0.730264, 2.592676], [1.426012, -2.490195, -2.277154], [1.897891, -3.160459, -0.652584]],
  "forces_ev_per_angstrom": [[-1.3905, 0.8205, 3.4857], [0.9752, -0.0199, -2.4664], [-0.0694, -0.3214, 0.2908], [2.4080, 1.8924, -2.7975], [-1.4758, 3.9829, 1.4905], [-1.4639, 2.6897, -0.5031], [-0.1282, -0.5907, -0.1321], [1.0444, -1.2641, -2.9956], [1.0812, -0.6439, 1.7141], [0.1324, -0.4046, -0.8736], [-0.2353, -0.4121, 0.0802], [-0.5420, -1.2323, 0.8328], [0.6435, -0.6787, -0.2700], [0.3247, -1.6863, 2.6234], [-0.2597, -0.5964, 0.2631], [0.0239, -0.8957, 0.1806], [0.5348, -0.7939, -0.7048], [-1.7961, 1.1029, -2.1234], [-0.2782, -0.0251, 2.4589], [0.4711, -0.9234, -0.5537]]
}

{
  "formula": "C4H7NO",
  "method": "ωB97M-V/def2-TZVPD",
  "smiles": "N#CCCCO",
  "homo_energy_ha": -0.3881,
  "e_lumo_ev": 0.9,
  "relative_energy_kj_mol": 113.62,
  "homo_lumo_gap_ev": 11.4,
  "elements": ["O", "C", "C", "C", "C", "N", "H", "H", "H", "H", "H", "H", "H"],
  "coordinates": [[-0.318711, -1.697714, -0.121462], [-0.580352, -0.572128, -0.952568], [-0.833454, 0.639412, -0.055555], [0.318264, 0.787878, 0.977615], [1.553903, 0.096161, 0.557938], [2.540624, -0.390198, 0.189684], [0.577155, -1.997378, -0.281689], [-1.454603, -0.790818, -1.576298], [0.262080, -0.356274, -1.626425], [-1.777922, 0.495009, 0.482619], [-0.934107, 1.554361, -0.654546], [0.022383, 0.400083, 1.960194], [0.624740, 1.831607, 1.100494]],
  "forces_ev_per_angstrom": [[-0.3019, -0.0723, -0.2285], [-0.1212, 0.1717, -0.0993], [0.1006, -0.0710, 0.0361], [0.2381, 0.0238, -0.0346], [1.0440, -0.2539, -0.2711], [-1.2026, 0.5393, 0.4673], [0.1544, -0.0785, 0.0077], [0.0836, 0.0964, 0.1034], [-0.1482, -0.1677, 0.1812], [0.2290, 0.0581, -0.0531], [0.0614, -0.2530, 0.0726], [0.1421, 0.0628, -0.2840], [-0.2792, -0.0557, 0.1024]]
}

{
  "formula": "C20H24N2O6",
  "method": "ωB97M-V/def2-TZVPD",
  "smiles": "CCOc1cc(/C=N/N2CCOCC2)ccc1OCc1ccc(C(=O)OC)o1",
  "homo_energy_ha": -0.2433,
  "e_lumo_ev": 0.6,
  "relative_energy_kj_mol": 1927.27,
  "homo_lumo_gap_ev": 7.2,
  "elements": ["C", "C", "O", "C", "C", "C", "C", "C", "C", "O", "C", "C", "C", "C", "C", "C", "O", "O", "C", "H", "H", "H", "O", "H", "H", "H", "H", "H", "H", "C", "N", "N", "C", "H", "H", "C", "H", "O", "C", "H", "C", "H", "H", "H", "H", "H", "H", "H", "H", "H", "H", "H"],
  "coordinates": [[-2.551569, -0.429622, 3.030944], [-2.635529, -1.897897, 2.538277], [-2.863515, -1.956163, 1.129252], [-1.935711, -1.944921, 0.244833], [-0.628024, -2.004648, 0.470423], [0.297316, -1.830846, -0.288607], [-0.086609, -1.898067, -1.522524], [-1.346587, -1.804449, -2.173260], [-2.384513, -1.851617, -1.189775], [-3.595525, -1.923182, -1.561878], [-4.551211, -0.692299, -0.970369], [-3.960870, 0.555146, -1.165200], [-3.952663, 1.303342, -2.079697], [-2.988781, 2.529373, -1.567911], [-2.368856, 1.913113, -0.633776], [-1.298131, 2.393064, 0.400110], [-0.665093, 1.677074, 1.241756], [-0.865013, 3.577646, -0.084064], [0.389573, 4.299397, 0.452179], [0.418385, 5.218951, 0.192250], [0.026105, 4.276653, 1.492910], [1.049155, 3.657424, 0.541041], [-2.891153, 0.845204, -0.126205], [-2.867146, 3.427772, -1.907436], [-4.668161, 1.710495, -3.024614], [-4.640068, -1.116198, 0.043631], [-5.388725, -1.106963, -1.597379], [-1.583303, -1.652890, -3.120933], [0.701942, -1.756459, -2.320647], [1.761609, -1.640227, 0.159569], [2.669024, -1.354240, -0.823818], [3.924449, -1.406882, -0.628288], [4.764307, -0.738944, -1.546526], [4.222177, -1.127284, -2.537125], [5.703563, -1.280974, -1.549606], [4.863473, 0.940267, -1.310807], [5.513848, 1.210211, -2.248696], [5.357097, 1.060466, 0.188212], [4.568944, 0.515782, 0.974151], [4.964381, 0.876635, 1.986211], [4.586966, -1.129312, 0.963630], [3.761876, -1.419202, 1.833384], [5.414675, -1.522131, 0.879309], [3.519732, 0.751213, 0.971003], [3.708372, 1.231663, -1.514378], [2.045255, -1.663677, 1.158006], [-0.282035, -1.922602, 1.704705], [-1.803613, -2.644690, 2.900062], [-3.662671, -2.204629, 2.907242], [-2.535714, -0.302637, 4.062912], [-1.751225, 0.074408, 2.355765], [-3.480213, 0.178338, 2.671748]],
  "forces_ev_per_angstrom": [[0.0076, 1.1533, -4.9692], [-1.4244, -0.5120, 1.4176], [-2.6684, -0.2559, 2.4743], [-0.8288, -0.0368, -5.4265], [-6.0537, -0.2851, 14.9575], [11.3263, 1.0536, -3.8132], [1.4221, 1.6194, -10.6458], [0.2249, -1.0270, 8.9442], [5.3070, -0.4544, 1.6130], [-4.6485, 1.9302, -0.0730], [-0.9311, -6.5441, -0.1678], [1.9265, -7.9566, 10.2383], [-0.6798, 14.8250, -10.9191], [-2.9769, -6.1994, -2.3166], [3.1901, 1.6076, 6.3065], [3.9284, -1.5710, -0.3211], [-2.9804, 3.0622, -2.8579], [0.7427, 0.9356, -0.1658], [-9.9354, -2.7375, 4.0918], [0.4959, 5.6868, -2.7659], [0.5772, 0.8284, 0.2448], [7.1630, -5.5849, -0.5211], [-3.2887, -3.0802, -2.3967], [0.7442, 4.7913, -2.3312], [2.0221, -2.2838, 2.8546], [-0.1355, 1.0220, -0.3036], [0.4334, 1.6846, 0.6892], [-0.4595, 0.3123, -4.2002], [-0.3295, -0.3368, 1.0380], [0.6393, 1.0171, -5.9432], [-5.3753, -1.2757, 2.5054], [3.2228, 0.2111, 5.3072], [-1.3977, 0.6210, -2.3653], [1.3588, 1.8174, 1.3427], [0.5854, 0.5844, 0.1733], [-1.4085, -3.8651, -1.0160], [-0.6227, 0.4852, 2.7508], [3.9659, 4.3142, -9.9593], [-2.8209, -5.3286, 7.3826], [-0.8282, -0.8398, -0.5448], [-12.3873, 5.7656, -0.3874], [2.7792, 0.0910, -2.4519], [8.3383, -4.2018, -0.1228], [-0.8377, 0.5095, -0.4665], [2.7987, -0.0127, 1.1363], [0.1536, -0.3369, 1.7092], [-1.2577, -0.4226, -3.1954], [-1.6009, 1.6049, -0.7016], [1.4209, -0.4764, -0.1111], [0.7235, 0.0867, 1.7692], [-0.8055, -0.5564, 1.9788], [1.1854, -1.4391, 0.5350]]
}

{
  "formula": "C10H22NOP",
  "method": "ωB97M-V/def2-TZVPD",
  "smiles": "CC[C@]1(C)C(C)(C)[P@](N)(=O)C1(C)C",
  "homo_energy_ha": -0.3173,
  "e_lumo_ev": 0.7,
  "relative_energy_kj_mol": 26.26,
  "homo_lumo_gap_ev": 9.3,
  "elements": ["C", "C", "C", "C", "C", "C", "C", "C", "C", "C", "N", "O", "P", "H", "H", "H", "H", "H", "H", "H", "H", "H", "H", "H", "H", "H", "H", "H", "H", "H", "H", "H", "H", "H", "H"],
  "coordinates": [[-0.319153, -0.172364, -0.051061], [0.903367, -1.082918, 0.330619], [0.446544, 1.200989, 0.155460], [-0.605971, -0.283366, -1.537434], [1.094854, -2.221642, -0.708918], [1.023315, -1.715278, 1.652259], [0.232980, 2.326715, -0.923642], [0.284338, 1.621166, 1.592350], [-2.754964, 0.455548, 0.395921], [-1.526069, -0.334161, 0.814047], [2.948492, 0.480962, -1.459258], [3.047342, 0.492617, 1.249606], [2.195121, 0.224791, 0.099501], [-1.475833, 0.340682, -1.872714], [-0.974770, -1.264742, -1.721997], [0.276086, 0.028002, -2.074058], [1.976882, -2.817040, -0.477847], [1.414737, -1.936831, -1.704735], [0.164277, -2.962981, -0.536479], [0.957050, -0.962985, 2.486192], [2.032595, -2.195875, 1.785213], [0.305918, -2.452507, 1.795760], [1.113428, 3.179547, -0.898631], [-0.617205, 2.863293, -0.720629], [0.178376, 1.981548, -1.972058], [0.609876, 0.743587, 2.254869], [-0.813368, 2.017024, 1.653419], [1.085085, 2.431269, 1.944859], [-3.109056, -0.144196, -0.516991], [-2.556724, 1.525226, 0.026357], [-3.550132, 0.433359, 1.129844], [-1.798845, -1.398236, 1.139678], [-1.223210, 0.003710, 1.786616], [3.654231, 1.135878, -1.392404], [2.171592, 0.738932, -2.103259]],
  "forces_ev_per_angstrom": [[1.3282, 0.9427, -0.5870], [1.1411, -1.5801, -3.3735], [1.9195, 0.1553, -1.3376], [-1.6503, 0.6251, 0.3523], [-1.0577, -1.9336, 1.3346], [2.1818, 1.4801, 2.3867], [3.9508, 0.3325, 0.3313], [1.1209, 1.8596, 1.2448], [-0.1100, -0.4564, -2.6831], [-0.5939, -0.9101, 2.0757], [-3.8191, -2.5918, 0.8320], [1.5012, -0.0386, 0.7763], [-3.2645, 2.4722, -0.9947], [0.9971, -0.0212, 0.4725], [0.3047, -1.0084, -0.6867], [-0.0169, -0.5391, -0.6369], [0.0382, -0.1890, 0.7880], [-1.1745, 0.2249, -0.4696], [1.9885, 1.5484, -1.2211], [-0.0132, -0.9933, -0.6413], [-0.9372, 0.4810, -0.2533], [-1.4997, -1.4072, 0.2849], [-1.9145, -2.2770, 0.1226], [-2.3373, 1.3279, 0.4446], [0.1069, 0.1264, 0.6581], [-1.2671, 1.5356, -0.6888], [2.0444, -0.6777, 0.7851], [-1.9280, -1.3086, -1.0504], [-0.1336, 1.2367, 1.0757], [-0.1436, -1.5457, 0.7455], [-0.0301, 0.1196, 0.1883], [0.2174, 0.9747, -1.3300], [0.0642, 0.3112, 0.5758], [1.6838, 1.7116, 0.0729], [1.3025, 0.0125, 0.4063]]
}